1.
The following is a quantum chemistry calculation of C20H28BeNO2S as an isolated structure, from the Open Molecules 2025 dataset.

The HOMO energy is -3.72 eV. Its charge is -1. The value obtained for the orbital gap is 6.353 eV. The LUMO energy is 0.0969 hartree. As for the energy: -38015.882 eV.

Cartesian coordinates (Å):
O1 0.725451 -0.405273 -1.336290
C1 -0.191550 -1.088686 -2.335838
C2 0.221755 -0.146796 -3.448547
H1 -1.244384 -1.015839 -2.023822
H2 0.085251 -2.137787 -2.579399
C3 1.356394 0.244271 -2.484392
H3 -0.484292 0.669733 -3.580152
H4 0.514280 -0.601273 -4.414928
C4 1.446527 1.741635 -2.344374
H5 0.615059 2.126796 -1.743694
H6 1.423211 2.177025 -3.348793
H7 2.378419 2.048446 -1.878163
C5 2.680890 -0.451867 -2.794178
H8 2.505861 -1.519508 -2.999443
H9 3.387179 -0.349533 -1.957280
H10 3.148475 -0.001710 -3.685572
Be1 1.531950 0.038219 1.045373
C6 2.510908 -1.723353 2.669764
C7 1.417363 -2.598415 2.726390
C8 0.938426 -2.817657 1.410259
H11 1.027672 -3.092452 3.620065
C9 1.743635 -2.061177 0.518334
C10 2.758314 -1.369228 1.296757
H12 3.718666 -1.028814 0.893918
H13 3.133891 -1.421495 3.521416
H14 0.131555 -3.494201 1.121005
H15 1.686417 -2.086504 -0.573242
C11 2.244226 2.028529 2.974493
C12 3.030478 1.386688 1.958153
C13 2.458099 1.716184 0.665629
H16 3.997927 0.909224 2.113673
C14 1.526281 2.810604 0.913613
C15 1.377965 2.957914 2.314280
H17 0.789744 3.704095 2.833276
H18 2.316005 1.849785 4.031141
H19 2.929107 1.461802 -0.279728
H20 1.075623 3.443634 0.152845
O2 -5.043786 1.040818 -0.820166
C16 -3.899328 1.059662 0.047032
C17 -3.551477 -0.364072 0.516304
H21 -4.101030 1.692775 0.934560
H22 -3.040120 1.520436 -0.485156
C18 -4.711579 -1.228821 0.003744
H23 -3.444300 -0.401384 1.615010
H24 -2.582618 -0.696222 0.094691
C19 -5.690609 -0.240499 -0.647235
H25 -5.147520 -1.823166 0.815227
H26 -4.332816 -1.879469 -0.790490
H27 -6.611609 -0.114288 -0.028464
H28 -6.022879 -0.564961 -1.658306
S1 -1.933696 -0.117688 3.505458
C20 -0.820261 0.056904 2.381080
N1 0.020847 0.156962 1.544163

Forces on atoms 1 to 3 (eV/Å):
O -1.3 -0.3 -2.5
C -0.1 0.0 0.9
C 0.4 -0.3 0.1

Electronic structure analysis, Löwdin charges in units of e:
1. O -0.15
2. C -0.11
3. C -0.10
4. H 0.11
5. H 0.12
6. C -0.57
7. H 0.11
8. H 0.12
9. C -0.03
10. H 0.09
11. H 0.09
12. H 0.06
13. C -0.01
14. H 0.09
15. H 0.09
16. H 0.09
17. Be 0.20
18. C -0.14
19. C -0.16
20. C -0.15
21. H 0.08
22. C -0.17
23. C -0.26
24. H 0.11
25. H 0.09
26. H 0.08
27. H 0.08
28. C -0.12
29. C -0.18
30. C -0.24
31. H 0.09
32. C -0.15
33. C -0.15
34. H 0.07
35. H 0.08
36. H 0.06
37. H 0.07
38. O -0.16
39. C -0.20
40. C -0.19
41. H 0.12
42. H 0.12
43. C -0.16
44. H 0.01
45. H 0.10
46. C -0.21
47. H 0.11
48. H 0.10
49. H 0.11
50. H 0.11
51. S 0.58
52. C -0.85
53. N 0.12

---

2.
The following is a quantum chemistry calculation of C4H6N2O as an isolated structure, from the Open Molecules 2025 dataset.

The HOMO energy is -7.96 eV. Its charge is 0. The value obtained for the orbital gap is 8.829 eV. The LUMO energy is 0.0317 hartree. As for the energy: -9269.343 eV.

Cartesian coordinates (Å):
C1 -0.521791 -0.487000 0.054936
C2 -0.060316 1.015025 0.105079
C3 1.408099 0.806067 -0.051660
C4 1.769075 -0.486652 -0.002025
H1 -3.482070 -0.149496 -0.491698
H2 -0.402714 1.469479 1.079976
H3 -0.561918 1.346073 -0.780913
H4 2.121414 1.595847 -0.118738
H5 2.749856 -0.846512 -0.295287
H6 0.620192 -2.305030 0.317631
N1 -1.711210 -0.878952 -0.151709
N2 0.596488 -1.326461 0.179121
O1 -2.525106 0.247610 0.155281

Forces on atoms 1 to 3 (eV/Å):
C 1.1 0.0 0.6
C -0.3 -2.6 1.2
C 0.6 -0.5 0.4

Electronic structure analysis, Löwdin charges in units of e:
1. C -0.35
2. C -0.09
3. C -0.12
4. C -0.09
5. H 0.24
6. H 0.14
7. H 0.11
8. H 0.09
9. H 0.11
10. H 0.12
11. N -0.03
12. N 0.07
13. O -0.19